No. 1
The following is a DFT calculation (ωB97M-V/def2-TZVPD) of a structure of composition C60H44N10OSm.

CARTESIAN COORDINATES (ANGSTROEM)
Sm -0.427 -0.059 0.538
C 0.665 6.831 4.259
C -0.651 6.615 3.867
C -0.999 5.440 3.214
C -0.039 4.465 2.951
C 1.277 4.691 3.343
C 1.629 5.868 3.994
C -0.413 3.201 2.232
C -0.292 3.210 0.841
C -0.040 4.414 0.071
C -0.385 4.144 -1.206
C -0.814 2.762 -1.251
N -0.680 2.206 -0.004
C -1.380 2.140 -2.363
C -1.874 0.821 -2.389
C -2.413 0.162 -3.555
C -2.652 -1.129 -3.210
C -2.283 -1.264 -1.825
C -2.418 -2.435 -1.069
C -2.692 -3.695 -1.825
C -1.678 -4.278 -2.582
C -1.914 -5.445 -3.298
C -3.172 -6.034 -3.270
C -4.187 -5.455 -2.522
C -3.948 -4.292 -1.801
C -2.399 -2.498 0.332
N -2.229 -1.419 1.157
C -2.502 -1.832 2.423
C -2.541 -0.988 3.553
C -3.232 -1.508 4.769
C -2.622 -1.494 6.022
C -3.281 -1.983 7.140
C -4.567 -2.493 7.023
C -5.188 -2.509 5.782
C -4.525 -2.024 4.665
C -2.034 0.312 3.579
C -2.248 1.264 4.641
C -1.606 2.407 4.297
C -1.026 2.188 2.996
N -1.260 0.899 2.598
C -2.796 -3.242 2.414
C -2.710 -3.659 1.123
N -1.818 -0.064 -1.360
C -1.477 2.925 -3.635
C -0.336 3.243 -4.367
C -0.435 3.959 -5.553
C -1.678 4.366 -6.018
C -2.820 4.057 -5.291
C -2.720 3.341 -4.106
H 0.937 7.749 4.763
H -1.406 7.365 4.063
H -2.023 5.274 2.900
H 2.035 3.945 3.125
H 2.657 6.034 4.290
H 0.288 5.357 0.479
H -0.396 4.829 -2.040
H -2.590 0.632 -4.509
H -3.064 -1.914 -3.825
H -0.699 -3.811 -2.609
H -1.120 -5.890 -3.883
H -3.361 -6.938 -3.834
H -5.171 -5.905 -2.503
H -4.742 -3.835 -1.221
H -1.619 -1.099 6.119
H -2.790 -1.966 8.105
H -5.083 -2.873 7.895
H -6.195 -2.893 5.683
H -5.017 -2.026 3.699
H -2.856 1.096 5.515
H -1.578 3.336 4.844
H -3.041 -3.834 3.283
H -2.884 -4.652 0.739
H 0.634 2.921 -4.004
H 0.460 4.196 -6.115
H -1.756 4.924 -6.942
H -3.791 4.376 -5.646
H -3.610 3.102 -3.536
N 1.908 1.104 3.345
C 2.691 0.924 2.271
N 3.992 1.121 2.470
C 4.756 0.936 1.401
N 6.076 1.108 1.533
N 4.305 0.594 0.178
C 3.007 0.421 0.091
N 2.116 0.550 1.091
C 2.525 0.039 -1.283
C 3.403 0.142 -2.349
C 2.979 -0.246 -3.608
C 1.699 -0.743 -3.756
C 0.881 -0.802 -2.642
N 1.271 -0.411 -1.424
H 2.354 1.480 4.164
H 0.910 1.208 3.250
H 6.456 1.360 2.427
H 6.676 0.976 0.739
H 4.399 0.517 -2.172
H 3.646 -0.168 -4.457
H 1.319 -1.073 -4.713
H -0.126 -1.178 -2.734
C 0.771 -4.658 1.036
C 0.669 -3.311 1.685
O 0.559 -2.320 0.970
C 0.716 -3.188 3.162
C 0.671 -1.922 3.730
C 0.737 -1.762 5.099
C 0.827 -2.884 5.915
C 0.855 -4.157 5.359
C 0.804 -4.310 3.982
H 0.692 -4.546 -0.042
H -0.030 -5.307 1.395
H 1.722 -5.131 1.293
H 0.615 -1.063 3.077
H 0.716 -0.768 5.530
H 0.874 -2.767 6.991
H 0.924 -5.027 5.998
H 0.832 -5.305 3.556

Computed properties:
Spin multiplicity: 6
Strongest force on any atom in eV/A: 0.4
Frontier orbital gap (spin up / spin down) in eV: 5.747 / 5.743
HOMO (spin up / spin down) in eV: -9.032 / -9.033
Total charge: +1
Molecular weight in g mol⁻¹: 1071.4



No. 2
The following is a DFT calculation (ωB97M-V/def2-TZVPD) of a structure of composition C60H46ClIN3O10P2W.

CARTESIAN COORDINATES (ANGSTROEM)
W -0.338 0.395 -0.547
O 0.058 -1.219 3.974
C -0.337 -0.750 2.925
O 0.285 -0.759 1.786
C -1.756 -0.200 2.842
C -2.799 -0.513 3.674
C -4.123 -0.246 3.267
C -4.450 0.153 2.007
C -3.366 0.426 1.172
C -2.079 0.465 1.675
O -1.183 1.118 1.002
N -3.444 0.454 -0.246
O -2.392 0.195 -0.902
O -4.479 0.572 -0.818
N -5.232 -0.558 4.199
O -6.362 -0.477 3.764
O -4.925 -0.868 5.329
H -2.614 -1.018 4.614
H -5.476 0.169 1.668
I 2.159 0.069 -1.715
C 3.260 -1.931 0.716
C 4.751 -1.855 0.689
C 5.526 -3.091 0.461
C 4.865 -4.221 0.264
C 3.398 -4.291 0.232
C 2.857 -5.552 0.091
C 1.488 -5.754 0.119
C 0.670 -4.646 0.173
C 1.157 -3.337 0.262
P -0.248 -2.233 -0.200
C -1.583 -2.800 0.923
C -2.929 -2.605 0.609
C -3.932 -3.113 1.425
C -3.601 -3.785 2.594
C -2.266 -3.939 2.941
C -1.264 -3.455 2.112
C -0.584 -3.082 -1.811
C 0.523 -3.170 -2.660
C 0.448 -3.841 -3.866
C -0.743 -4.449 -4.253
C -1.842 -4.378 -3.415
C -1.764 -3.702 -2.198
C 2.559 -3.119 0.412
H 5.077 -1.049 0.017
H 6.611 -3.054 0.468
H 5.396 -5.156 0.116
H 3.531 -6.395 -0.023
H 1.061 -6.746 0.051
H -0.394 -4.815 0.095
H -3.200 -2.096 -0.304
H -4.972 -2.991 1.143
H -4.382 -4.179 3.235
H -1.996 -4.443 3.862
H -0.229 -3.590 2.392
H 1.464 -2.719 -2.368
H 1.323 -3.897 -4.503
H -0.804 -4.986 -5.192
H -2.768 -4.868 -3.692
H -2.628 -3.723 -1.557
C -3.196 2.786 -3.142
C -2.517 3.891 -2.338
C -1.326 4.496 -3.075
C -2.164 3.479 -0.882
C -2.304 4.659 0.081
O -0.940 5.038 0.350
C -0.169 4.008 -0.078
N -0.741 3.054 -0.682
C 1.248 4.244 0.270
C 1.660 5.577 0.139
C 2.829 6.015 0.718
C 3.540 5.141 1.529
C 3.141 3.824 1.643
C 2.043 3.315 0.934
P 1.569 1.526 1.152
C 1.102 1.728 2.908
C -0.047 2.454 3.230
C -0.392 2.670 4.556
C 0.413 2.172 5.575
C 1.572 1.480 5.260
C 1.917 1.256 3.933
C 3.145 0.617 1.243
C 3.173 -0.805 1.775
C 4.677 -1.218 2.115
C 5.713 -0.169 2.298
C 5.582 0.947 1.587
C 4.286 1.269 0.971
H -3.466 3.153 -4.135
H -4.117 2.454 -2.654
H -2.548 1.922 -3.270
H -3.263 4.683 -2.222
H -0.541 3.754 -3.218
H -0.900 5.345 -2.529
H -1.643 4.865 -4.053
H -2.820 2.673 -0.576
H -2.783 4.407 1.027
H -2.809 5.513 -0.360
H 1.025 6.274 -0.394
H 3.144 7.045 0.601
H 4.404 5.487 2.084
H 3.688 3.180 2.314
H -0.659 2.885 2.445
H -1.285 3.233 4.796
H 0.143 2.336 6.611
H 2.214 1.105 6.049
H 2.827 0.715 3.710
H 2.420 -0.981 2.536
H 4.698 -2.000 2.871
H 6.588 -0.370 2.906
H 6.356 1.706 1.557
H 4.245 2.199 0.427
Cl -0.790 0.185 -9.127
C -0.750 0.256 -7.398
C -1.190 -0.835 -6.663
C -1.150 -0.777 -5.281
C -0.682 0.371 -4.651
C -0.250 1.461 -5.396
C -0.280 1.405 -6.779
C -0.611 0.421 -3.186
O -0.380 1.473 -2.544
O -0.771 -0.607 -2.475
H -1.555 -1.716 -7.176
H -1.482 -1.617 -4.683
H 0.115 2.346 -4.887
H 0.060 2.239 -7.379

Computed properties:
Spin multiplicity: 3
Strongest force on any atom in eV/A: 2.9
Frontier orbital gap (spin up / spin down) in eV: 4.445 / 5.656
Relative energy (zero: lowest compared OMol25 entry of this formula, charge and spin) in eV: 6.764
HOMO (spin up / spin down) in eV: -8.900 / -10.512
Total charge: +1
Molecular weight in g mol⁻¹: 1377.2



No. 3
The following is a DFT calculation (ωB97M-V/def2-TZVPD) of a structure of composition C60H47F9O4Pd.

CARTESIAN COORDINATES (ANGSTROEM)
Pd 2.780 -0.299 -1.487
C -1.139 0.722 -0.027
C 0.067 0.468 -0.762
C -0.005 -0.597 -2.026
O 1.068 -1.019 -2.453
C -1.327 -0.943 -2.521
C -2.446 -0.488 -1.859
C -2.325 0.295 -0.539
O -3.339 0.585 0.234
O -3.575 -0.916 -2.280
O 1.239 0.820 -0.498
H -1.043 1.306 0.876
H -1.495 -1.483 -3.441
F -2.860 -2.210 0.505
C -2.300 -3.451 0.567
C -2.133 -4.088 1.782
C -1.365 -5.221 1.867
C -0.860 -5.783 0.694
C -1.180 -5.214 -0.581
C -1.866 -3.974 -0.621
H -2.501 -3.475 2.592
H -1.090 -5.699 2.795
H -0.163 -6.605 0.759
H -0.798 -5.571 -1.526
H -1.957 -3.568 -1.618
F 3.416 -2.388 -1.864
C 3.589 -3.682 -1.541
C 2.499 -4.507 -1.122
C 2.737 -5.834 -0.929
C 4.031 -6.365 -1.015
C 5.096 -5.581 -1.349
C 4.881 -4.248 -1.609
H 1.509 -4.090 -1.018
H 1.945 -6.555 -0.789
H 4.120 -7.438 -0.926
H 6.130 -5.895 -1.335
H 5.679 -3.627 -1.989
F -3.089 6.765 -3.622
C -2.206 6.049 -2.879
C -1.030 6.549 -2.567
C -0.178 5.864 -1.658
C -0.575 4.595 -1.163
C -1.771 4.027 -1.606
C -2.633 4.773 -2.504
H -0.804 7.533 -2.951
H 0.733 6.341 -1.326
H -0.069 4.036 -0.389
H -2.068 3.104 -1.131
H -3.591 4.331 -2.734
F -5.338 2.104 4.935
C -4.452 2.922 4.309
C -3.751 3.854 5.024
C -2.864 4.749 4.401
C -2.550 4.520 3.077
C -3.204 3.550 2.298
C -4.155 2.746 2.927
H -3.958 3.843 6.084
H -2.463 5.565 4.983
H -1.746 5.136 2.701
H -2.938 3.363 1.268
H -4.591 1.892 2.430
F -4.478 -1.297 2.889
C -3.588 -0.809 3.800
C -4.061 -0.478 5.052
C -3.144 0.084 5.897
C -1.803 0.340 5.519
C -1.390 -0.021 4.257
C -2.262 -0.563 3.396
H -5.129 -0.464 5.211
H -3.431 0.423 6.881
H -1.071 0.803 6.165
H -0.391 0.288 3.987
H -2.066 -0.767 2.353
F 2.381 1.402 -2.720
C 2.392 2.588 -3.438
C 3.504 3.424 -3.532
C 3.374 4.645 -4.250
C 2.135 4.999 -4.812
C 1.020 4.209 -4.659
C 1.230 2.976 -4.090
H 4.509 3.186 -3.217
H 4.216 5.317 -4.327
H 2.039 5.891 -5.413
H 0.123 4.545 -5.159
H 0.486 2.194 -4.089
F 2.233 -1.481 0.189
C 2.134 -1.988 1.453
C 0.846 -2.005 2.108
C 0.703 -2.689 3.327
C 1.808 -3.374 3.864
C 3.021 -3.336 3.229
C 3.218 -2.602 2.043
H -0.017 -1.535 1.660
H -0.278 -2.751 3.774
H 1.655 -3.950 4.765
H 3.857 -3.813 3.720
H 4.178 -2.751 1.571
F 3.424 7.605 1.251
C 3.046 6.309 1.456
C 2.910 5.401 0.391
C 2.695 4.029 0.590
C 2.470 3.658 1.902
C 2.538 4.517 3.004
C 2.841 5.856 2.797
H 3.050 5.632 -0.655
H 2.691 3.312 -0.218
H 2.219 2.625 2.092
H 2.296 4.260 4.025
H 2.778 6.435 3.707
F -2.434 -3.183 -4.519
C -1.493 -4.176 -4.526
C -1.896 -5.485 -4.472
C -0.943 -6.512 -4.274
C 0.421 -6.157 -4.232
C 0.816 -4.863 -4.444
C -0.146 -3.828 -4.553
H -2.954 -5.696 -4.431
H -1.234 -7.530 -4.064
H 1.147 -6.954 -4.163
H 1.867 -4.675 -4.282
H 0.211 -2.812 -4.638

Computed properties:
Spin multiplicity: 3
Strongest force on any atom in eV/A: 6.4
Frontier orbital gap (spin up / spin down) in eV: 6.556 / 4.757
Relative energy (zero: lowest compared OMol25 entry of this formula, charge and spin) in eV: 4.317
HOMO (spin up / spin down) in eV: -7.623 / -7.577
Total charge: 0
Molecular weight in g mol⁻¹: 1109.4